Entry from the Open Molecules 2025 dataset: C34H39CoN5O3P2S as an isolated structure in a non-equilibrium geometry (ωB97M-V with the def2-TZVPD basis set).

Values from the calculation:
HOMO-LUMO gap (spin up / spin down) = 7.15 / 8.18 eV
energy above the lowest of the compared OMol25 structures with the same formula, charge and spin = 0.0 kcal per mole
LUMO energy (spin up / spin down) = -0.4 / -0.4 eV
2S+1 = 4

Atoms and positions in Å:
Co (-2.373, -0.774, 2.944)
C (-0.876, -2.993, 2.722)
C (-0.380, -1.725, 2.545)
C (-0.006, -1.080, 1.209)
C (-1.052, -0.151, 0.565)
C (-2.492, -0.555, 0.743)
C (-2.953, -1.854, 0.758)
C (-2.144, -3.068, 0.465)
C (-1.542, -3.813, 1.694)
C (-4.290, -0.221, 3.050)
H (-0.760, -3.491, 3.692)
H (0.068, -1.229, 3.430)
H (0.334, -1.829, 0.478)
H (0.871, -0.446, 1.418)
H (-0.954, 0.850, 1.009)
H (-0.789, -0.041, -0.497)
H (-3.222, 0.263, 0.651)
H (-4.026, -2.016, 0.940)
H (-1.338, -2.870, -0.258)
H (-2.820, -3.805, 0.001)
H (-2.347, -4.358, 2.216)
H (-0.859, -4.584, 1.294)
H (-4.851, -0.829, 3.785)
H (-4.837, -0.193, 2.096)
H (-4.141, 0.796, 3.466)
P (1.029, 2.644, -3.676)
P (3.300, 1.842, -1.809)
N (-0.018, 1.836, -4.808)
N (0.851, 4.256, -4.552)
N (3.680, 0.143, -2.060)
N (4.865, 2.215, -1.065)
C (2.624, 2.174, -4.511)
C (3.784, 2.373, -3.538)
C (-0.909, 0.853, -4.343)
C (-1.450, 0.197, -5.439)
C (-0.875, 0.783, -6.616)
C (0.003, 1.769, -6.204)
C (0.259, 5.341, -3.900)
C (0.366, 6.466, -4.706)
C (1.052, 6.076, -5.891)
C (1.331, 4.722, -5.773)
C (2.917, -0.832, -1.401)
C (3.304, -2.091, -1.859)
C (4.327, -1.886, -2.843)
C (4.533, -0.517, -2.944)
C (6.162, 1.771, -1.353)
C (7.069, 2.565, -0.666)
C (6.318, 3.567, 0.039)
C (4.973, 3.346, -0.237)
H (2.786, 2.796, -5.399)
H (2.553, 1.126, -4.843)
H (4.672, 1.840, -3.901)
H (4.046, 3.438, -3.435)
H (-1.052, 0.739, -3.280)
H (-2.156, -0.616, -5.397)
H (-1.082, 0.497, -7.642)
H (0.626, 2.441, -6.784)
H (-0.182, 5.199, -2.920)
H (-0.003, 7.457, -4.467)
H (1.322, 6.706, -6.732)
H (1.837, 4.067, -6.477)
H (2.181, -0.525, -0.679)
H (2.900, -3.033, -1.529)
H (4.843, -2.650, -3.411)
H (5.227, 0.027, -3.571)
H (6.334, 0.928, -2.006)
H (8.143, 2.453, -0.668)
H (6.712, 4.349, 0.660)
H (4.082, 3.866, 0.065)
O (-4.250, -5.776, 5.147)
S (-4.694, -4.406, 5.135)
O (-6.056, -4.124, 4.739)
N (-3.616, -3.393, 4.411)
C (-3.107, -2.438, 5.201)
O (-2.416, -1.438, 4.792)
C (-3.513, -2.646, 6.626)
C (-3.165, -1.920, 7.776)
C (-3.745, -2.258, 9.006)
C (-4.675, -3.314, 9.077)
C (-5.032, -4.050, 7.932)
C (-4.423, -3.679, 6.729)
H (-2.442, -1.118, 7.679)
H (-3.485, -1.706, 9.916)
H (-5.131, -3.565, 10.033)
H (-5.754, -4.874, 7.958)



Entry from the Open Molecules 2025 dataset: a 2-piece molecular cluster, C2H11N2O3Si overall in a non-equilibrium geometry (ωB97M-V with the def2-TZVPD basis set).

Values from the calculation:
charge = +1
HOMO-LUMO gap = 10.69 eV
energy above the lowest of the compared OMol25 structures with the same formula, charge and spin = 30.0 kcal per mole
LUMO energy = -3.7 eV

Atoms and positions in Å:
C (0.970, -2.141, -0.860)
C (0.429, -0.867, -0.283)
N (-0.780, -0.711, -0.074)
N (-2.180, 1.408, 1.100)
O (0.664, 1.571, -1.033)
O (2.932, 0.219, -0.550)
O (1.577, 1.325, 1.469)
Si (1.511, 0.629, 0.036)
H (0.177, -2.787, -1.313)
H (1.556, -2.622, -0.115)
H (1.623, -1.827, -1.776)
H (-1.138, 0.217, 0.379)
H (-1.568, -1.311, -0.534)
H (-2.032, 2.100, 0.339)
H (-3.118, 0.931, 1.061)
H (-1.691, 1.834, 1.854)
H (0.248, 2.257, -0.616)
H (3.648, 0.754, -1.007)
H (1.989, 0.935, 2.314)



Entry from the Open Molecules 2025 dataset: one molecule with the formula C5H9NO in a non-equilibrium geometry (ωB97M-V with the def2-TZVPD basis set).

Values from the calculation:
structure (SMILES) = C[C@@H](O)[C@@H](C)C#N
HOMO-LUMO gap = 11.49 eV
energy above the lowest of the compared OMol25 structures with the same formula, charge and spin = 24.1 kcal per mole
LUMO energy = 0.9 eV

Atoms and positions in Å:
C (0.407, 0.573, -1.795)
C (-0.013, -0.406, -0.710)
O (0.816, -1.540, -0.857)
C (0.140, 0.149, 0.741)
C (-0.985, 1.047, 1.273)
C (0.208, -1.068, 1.563)
N (0.187, -2.115, 2.058)
H (-0.250, 1.447, -1.845)
H (0.370, 0.056, -2.760)
H (1.438, 0.904, -1.634)
H (-1.073, -0.676, -0.852)
H (0.582, -2.183, -0.163)
H (1.102, 0.672, 0.806)
H (-0.883, 1.164, 2.357)
H (-1.966, 0.599, 1.080)
H (-0.958, 2.044, 0.826)



Entry from the Open Molecules 2025 dataset: one molecule with the formula C12H27B in a non-equilibrium geometry (ωB97M-V with the def2-TZVPD basis set).

Values from the calculation:
structure (SMILES) = CC[C@@H](C)B([C@H](C)CC)[C@H](C)CC
HOMO-LUMO gap = 9.87 eV
energy above the lowest of the compared OMol25 structures with the same formula, charge and spin = 6.8 kcal per mole
LUMO energy = 0.7 eV

Atoms and positions in Å:
C (0.813, 1.284, 2.656)
C (-0.381, 1.922, 2.008)
C (-1.114, 0.970, 1.038)
C (-2.239, 1.716, 0.375)
B (-0.305, 0.103, -0.030)
C (-0.570, -1.483, -0.316)
C (-1.955, -1.704, -0.888)
C (-0.321, -2.288, 0.975)
C (0.136, -3.698, 0.749)
C (0.616, 0.894, -1.066)
C (-0.093, 1.125, -2.379)
C (1.967, 0.205, -1.211)
C (3.038, 1.178, -1.712)
H (1.465, 0.797, 1.967)
H (1.403, 2.025, 3.210)
H (0.551, 0.481, 3.338)
H (-1.066, 2.345, 2.763)
H (-0.037, 2.796, 1.459)
H (-1.488, 0.100, 1.657)
H (-2.842, 1.057, -0.309)
H (-1.850, 2.610, -0.189)
H (-2.886, 2.142, 1.100)
H (0.206, -1.725, -1.055)
H (-2.113, -1.135, -1.807)
H (-2.716, -1.467, -0.148)
H (-2.122, -2.761, -1.160)
H (-1.250, -2.318, 1.554)
H (0.345, -1.751, 1.658)
H (0.128, -4.306, 1.645)
H (-0.457, -4.211, -0.017)
H (1.151, -3.667, 0.389)
H (0.761, 1.854, -0.541)
H (-0.182, 0.167, -2.934)
H (-1.102, 1.506, -2.217)
H (0.400, 1.880, -3.009)
H (2.279, -0.275, -0.242)
H (1.910, -0.664, -1.850)
H (4.027, 0.696, -1.774)
H (2.725, 1.607, -2.661)
H (3.168, 1.996, -1.024)



Entry from the Open Molecules 2025 dataset: one molecule with the formula C4H5NO2 (ωB97M-V with the def2-TZVPD basis set).

Values from the calculation:
structure (SMILES) = O=C=NCCC=O
HOMO-LUMO gap = 10.85 eV
energy above the lowest of the compared OMol25 structures with the same formula, charge and spin = 27.5 kcal per mole
LUMO energy = 0.6 eV

Atoms and positions in Å:
O (1.307, -1.703, 1.346)
C (0.403, -0.954, 1.385)
N (-0.565, -0.228, 1.491)
C (-1.057, 0.583, 0.377)
C (-0.413, -0.039, -0.861)
C (1.152, 0.164, -0.671)
O (1.563, 1.219, -0.251)
H (-0.724, 1.619, 0.485)
H (-2.152, 0.577, 0.411)
H (-0.793, -1.073, -0.946)
H (-0.601, 0.460, -1.812)
H (1.881, -0.624, -0.953)



Entry from the Open Molecules 2025 dataset: one molecule with the formula CH4IN4P in a non-equilibrium geometry (ωB97M-V with the def2-TZVPD basis set).

Values from the calculation:
structure (SMILES) = P[C@H]1NN=NN1I
HOMO-LUMO gap = 7.41 eV
energy above the lowest of the compared OMol25 structures with the same formula, charge and spin = 43.9 kcal per mole
LUMO energy = -1.0 eV

Atoms and positions in Å:
P (-1.767, 0.415, -0.351)
C (-0.202, -0.499, 0.104)
N (0.875, -0.519, -0.845)
N (2.019, -0.216, -0.171)
N (1.822, -0.032, 0.985)
N (0.552, -0.195, 1.336)
I (-0.231, 0.867, 2.967)
H (-1.781, 0.028, -1.720)
H (-1.414, 1.815, -0.760)
H (-0.614, -1.614, 0.170)
H (0.743, -0.049, -1.714)



Entry from the Open Molecules 2025 dataset: a 15-piece molecular cluster, H30NO17S overall in a non-equilibrium geometry (ωB97M-V with the def2-TZVPD basis set).

Values from the calculation:
charge = -1
HOMO-LUMO gap = 8.34 eV
energy above the lowest of the compared OMol25 structures with the same formula, charge and spin = 29.3 kcal per mole
LUMO energy = 1.3 eV

Atoms and positions in Å:
N (-2.739, -2.529, -1.522)
H (-2.995, -3.489, -1.779)
H (-1.835, -2.459, -1.173)
H (-3.556, -2.320, -1.027)
H (-2.914, -2.082, -2.283)
S (0.171, 0.102, -0.498)
O (-0.233, -1.047, 0.371)
O (1.608, 0.038, -0.707)
O (-0.478, 0.006, -1.681)
O (-0.186, 1.288, 0.283)
O (-2.146, -1.486, 1.861)
H (-1.771, -1.477, 2.643)
H (-1.213, -1.341, 1.353)
O (0.852, -2.657, 1.722)
H (0.196, -2.018, 1.266)
H (1.763, -2.396, 1.740)
O (3.644, 1.563, 0.751)
H (4.459, 1.778, 0.230)
H (3.006, 1.126, 0.198)
O (-2.622, 2.117, 0.689)
H (-1.651, 2.057, 0.679)
H (-2.978, 1.779, 1.570)
O (-0.552, -1.612, -3.813)
H (-0.507, -1.011, -3.072)
H (-0.267, -2.315, -3.341)
O (-0.225, -1.297, 3.720)
H (0.075, -1.098, 2.780)
H (-0.365, -0.398, 3.837)
O (0.804, 3.396, -1.024)
H (0.599, 2.647, -0.560)
H (0.875, 4.122, -0.518)
O (3.255, -1.468, 0.562)
H (3.110, -1.306, 1.424)
H (2.383, -1.044, 0.263)
O (1.111, 2.562, 2.017)
H (1.945, 2.280, 1.844)
H (0.464, 2.346, 1.371)
O (-3.098, 0.482, -1.556)
H (-2.230, 0.476, -1.586)
H (-3.138, 0.792, -0.601)
O (-0.433, 1.506, -3.612)
H (-0.600, 1.000, -2.926)
H (0.156, 1.032, -4.114)
O (2.814, -0.647, -2.762)
H (3.663, -1.163, -2.534)
H (2.381, -0.357, -2.083)
O (-0.544, 1.447, 3.867)
H (-0.056, 1.616, 3.059)
H (-0.006, 1.459, 4.670)



Entry from the Open Molecules 2025 dataset: a 3-piece molecular cluster, C9H16F2NO10P overall in a non-equilibrium geometry (ωB97M-V with the def2-TZVPD basis set).

Values from the calculation:
charge = -2
HOMO-LUMO gap = 3.79 eV
energy above the lowest of the compared OMol25 structures with the same formula, charge and spin = 28.5 kcal per mole
LUMO energy = 4.0 eV

Atoms and positions in Å:
O (0.606, -0.319, 1.905)
C (1.293, -0.105, 0.876)
O (2.581, -0.336, 0.929)
P (0.630, 0.483, -0.823)
N (-1.111, 0.045, -0.456)
C (-1.424, -1.302, -0.282)
O (-2.573, -1.659, -0.315)
F (-0.523, -2.306, -0.125)
C (-1.851, 0.951, 0.328)
O (-2.999, 1.167, 0.070)
F (-1.351, 1.682, 1.358)
H (0.898, -0.816, -1.464)
H (0.182, 0.970, -2.128)
H (0.461, 1.866, -0.331)
H (1.988, 0.853, -1.187)
C (4.296, -0.830, 3.671)
O (5.395, -0.398, 4.508)
C (5.773, 0.862, 4.330)
O (5.298, 1.652, 3.562)
O (6.800, 1.112, 5.175)
C (7.306, 2.437, 5.090)
H (4.091, -1.870, 3.917)
H (3.402, -0.243, 3.874)
H (4.559, -0.769, 2.617)
H (6.534, 3.162, 5.350)
H (7.698, 2.637, 4.092)
H (8.122, 2.523, 5.808)
C (-6.421, -1.898, -6.114)
O (-6.598, -1.516, -4.756)
C (-5.506, -0.954, -4.197)
O (-4.456, -0.769, -4.753)
O (-5.800, -0.647, -2.941)
C (-4.724, -0.033, -2.202)
H (-7.358, -2.336, -6.457)
H (-6.196, -1.028, -6.733)
H (-5.633, -2.646, -6.205)
H (-4.432, 0.912, -2.661)
H (-3.871, -0.705, -2.131)
H (-5.086, 0.168, -1.198)



What is the formula in the fifth record? C4H5NO2



Which of these has the lowest energy above the lowest of the compared OMol25 structures with the same formula, charge and spin? C34H39CoN5O3P2S